(1)
{"formula": "C5H11NO", "method": "ωB97M-V with the def2-TZVPD basis set", "species": ["C", "C", "C", "C", "C", "N", "O", "H", "H", "H", "H", "H", "H", "H", "H", "H", "H", "H"], "positions_angstrom": [[0.025, 0.085, -0.873], [0.681, -0.062, 0.417], [0.343, -1.441, 0.987], [2.170, 0.288, 0.230], [-1.720, 0.010, -0.840], [-2.134, 1.232, -0.106], [-2.192, -1.078, -0.331], [-1.986, 0.194, -1.872], [0.614, 0.664, -1.590], [0.129, 0.992, 0.140], [-0.737, -1.578, 0.919], [0.742, -2.067, 0.188], [0.671, -1.681, 1.994], [2.759, 0.543, 1.115], [2.286, 1.081, -0.517], [2.765, -0.514, -0.218], [-2.957, 1.356, 0.442], [-1.458, 1.977, -0.085]], "spin_multiplicity": 1, "e_tot_ev": -8894.56855, "e_lumo_ev": -1.322, "homo_energy_ev": -7.54, "de_lowest_kj_mol": 687.8, "total_charge": 0}



(2)
{"formula": "C18H21CaClN3O6", "method": "ωB97M-V with the def2-TZVPD basis set", "species": ["Ca", "Cl", "C", "C", "C", "C", "O", "C", "C", "O", "C", "H", "H", "H", "H", "N", "C", "O", "C", "C", "H", "H", "H", "H", "H", "H", "C", "C", "C", "C", "C", "C", "O", "N", "C", "O", "N", "C", "O", "H", "H", "H", "H", "H", "H", "H", "H", "H", "H", "H"], "positions_angstrom": [[0.063, -0.298, -0.527], [-7.527, -0.793, 1.001], [-5.805, -0.961, 0.731], [-5.198, -2.217, 0.917], [-3.859, -2.377, 0.713], [-3.010, -1.294, 0.301], [-1.775, -1.478, 0.115], [-3.666, -0.023, 0.125], [-2.964, 1.172, -0.262], [-1.769, 1.311, -0.501], [-5.052, 0.107, 0.344], [-5.811, -3.057, 1.223], [-3.386, -3.341, 0.848], [-3.615, 2.066, -0.345], [-5.517, 1.076, 0.202], [1.864, 0.459, 3.522], [1.472, -0.033, 2.320], [0.563, 0.524, 1.704], [2.182, -1.279, 1.831], [2.234, -1.373, 0.309], [1.368, 1.243, 3.909], [2.592, 0.012, 4.045], [1.573, -2.102, 2.230], [3.143, -1.335, 2.377], [2.463, -2.402, 0.015], [3.064, -0.753, -0.060], [3.152, -0.065, -4.637], [2.408, 1.259, -4.767], [0.881, 1.116, -4.624], [0.214, 2.499, -4.737], [-1.297, 2.453, -4.542], [0.382, 0.248, -5.760], [0.515, 0.558, -6.931], [-0.234, -0.906, -5.393], [-0.470, -1.381, -4.077], [-1.029, -2.455, -3.977], [-0.053, -0.617, -3.036], [0.579, 0.545, -3.240], [0.949, 1.219, -2.262], [4.228, 0.082, -4.742], [2.841, -0.774, -5.408], [2.973, -0.523, -3.663], [2.605, 1.713, -5.741], [2.738, 1.951, -3.991], [0.461, 2.903, -5.721], [0.668, 3.136, -3.977], [-1.777, 1.812, -5.286], [-1.730, 3.450, -4.640], [-1.553, 2.077, -3.550], [-0.573, -1.506, -6.131]], "spin_multiplicity": 1, "e_tot_ev": -66731.04426, "e_lumo_ev": 2.755, "homo_energy_ev": -3.95, "de_lowest_kj_mol": 4.5, "total_charge": -1}



(3)
{"formula": "C48H56BrN8", "method": "ωB97M-V with the def2-TZVPD basis set", "species": ["C", "N", "C", "C", "C", "C", "C", "C", "C", "C", "N", "C", "C", "C", "H", "H", "H", "H", "H", "H", "H", "H", "H", "H", "H", "H", "H", "H", "C", "N", "C", "C", "C", "C", "C", "C", "C", "C", "N", "C", "C", "C", "H", "H", "H", "H", "H", "H", "H", "H", "H", "H", "H", "H", "H", "H", "C", "N", "C", "C", "C", "C", "C", "C", "C", "C", "N", "C", "C", "C", "H", "H", "H", "H", "H", "H", "H", "H", "H", "H", "H", "H", "H", "H", "C", "N", "C", "C", "C", "C", "C", "C", "C", "C", "N", "C", "C", "C", "H", "H", "H", "H", "H", "H", "H", "H", "H", "H", "H", "H", "H", "H", "Br"], "positions_angstrom": [[8.910, 19.831, 5.528], [8.034, 20.019, 6.687], [6.794, 20.403, 6.515], [5.811, 20.553, 7.541], [6.214, 20.277, 8.827], [7.572, 19.889, 8.981], [8.467, 19.785, 7.933], [5.429, 20.367, 10.080], [4.356, 19.549, 10.257], [3.868, 19.412, 11.518], [4.406, 20.076, 12.540], [5.383, 21.019, 12.355], [5.947, 21.134, 11.113], [3.889, 19.757, 13.863], [8.384, 19.910, 4.548], [9.270, 18.828, 5.670], [9.641, 20.588, 5.767], [6.489, 20.571, 5.498], [4.819, 20.866, 7.265], [7.836, 19.653, 9.993], [9.491, 19.506, 8.042], [3.897, 19.039, 9.423], [3.238, 18.565, 11.812], [5.609, 21.653, 13.174], [6.772, 21.764, 10.933], [3.666, 18.665, 13.875], [2.928, 20.227, 14.017], [4.627, 20.096, 14.623], [20.110, 27.765, 4.457], [20.138, 26.640, 5.384], [19.601, 26.825, 6.630], [19.506, 25.817, 7.592], [19.898, 24.588, 7.123], [20.443, 24.400, 5.831], [20.582, 25.459, 4.963], [19.854, 23.447, 8.156], [19.101, 23.649, 9.345], [18.950, 22.589, 10.214], [19.477, 21.412, 10.017], [20.326, 21.160, 8.975], [20.402, 22.137, 8.003], [19.168, 20.286, 10.906], [19.563, 27.483, 3.507], [21.120, 27.934, 4.146], [19.624, 28.615, 4.789], [19.219, 27.791, 6.870], [19.140, 26.022, 8.619], [20.783, 23.446, 5.485], [21.026, 25.450, 3.980], [18.623, 24.619, 9.619], [18.386, 22.608, 11.147], [20.675, 20.172, 8.823], [20.961, 21.888, 7.156], [18.745, 20.637, 11.825], [20.119, 19.887, 11.317], [18.567, 19.555, 10.313], [15.713, 11.475, 22.912], [15.357, 10.263, 22.255], [14.878, 9.202, 22.953], [14.721, 7.950, 22.389], [14.895, 7.765, 20.997], [15.360, 8.926, 20.282], [15.616, 10.068, 20.928], [14.751, 6.473, 20.287], [15.196, 5.273, 20.806], [15.363, 4.203, 19.956], [15.033, 4.333, 18.673], [14.453, 5.415, 18.165], [14.220, 6.531, 18.985], [15.449, 3.355, 17.661], [15.263, 12.301, 22.292], [16.765, 11.667, 22.940], [15.290, 11.713, 23.883], [14.575, 9.335, 23.976], [14.313, 7.276, 23.123], [15.455, 8.882, 19.240], [15.946, 11.023, 20.521], [15.629, 5.315, 21.814], [15.940, 3.281, 20.179], [14.239, 5.387, 17.098], [13.612, 7.380, 18.610], [15.938, 2.501, 18.162], [16.161, 3.855, 16.969], [14.588, 2.968, 17.095], [6.937, 42.090, 22.335], [7.919, 40.961, 22.189], [7.487, 39.970, 21.411], [8.245, 38.834, 21.280], [9.439, 38.818, 22.068], [9.900, 39.914, 22.809], [9.065, 41.000, 22.848], [10.242, 37.588, 21.989], [11.527, 37.533, 21.415], [12.164, 36.350, 21.416], [11.633, 35.282, 22.041], [10.520, 35.404, 22.747], [9.681, 36.499, 22.660], [12.300, 33.955, 21.936], [6.521, 42.043, 23.375], [6.105, 41.910, 21.671], [7.491, 42.998, 22.149], [6.584, 40.092, 20.810], [7.984, 38.064, 20.563], [10.798, 39.805, 23.442], [9.326, 41.864, 23.485], [12.049, 38.397, 20.924], [13.067, 36.192, 20.877], [10.220, 34.539, 23.326], [8.652, 36.510, 23.150], [13.367, 33.958, 21.712], [11.752, 33.392, 21.200], [12.202, 33.427, 22.879], [11.569, 18.978, 14.609]], "spin_multiplicity": 1, "e_tot_ev": -132578.37157, "e_lumo_ev": -11.734, "homo_energy_ev": -12.83, "de_lowest_kj_mol": 0.0, "total_charge": 7}



(4)
{"formula": "C23H39MoO2Si", "method": "ωB97M-V with the def2-TZVPD basis set", "species": ["O", "C", "C", "H", "H", "C", "H", "H", "C", "H", "H", "H", "C", "H", "H", "H", "Mo", "C", "C", "C", "H", "C", "C", "H", "H", "H", "H", "C", "C", "C", "H", "C", "C", "H", "H", "H", "H", "O", "C", "C", "H", "H", "C", "H", "H", "C", "H", "H", "H", "H", "C", "Si", "C", "C", "C", "H", "H", "H", "H", "H", "H", "H", "H", "H", "H", "H"], "positions_angstrom": [[-3.687, -0.462, -0.020], [-4.440, -1.497, 0.656], [-4.263, -2.522, -0.462], [-5.451, -1.110, 0.845], [-3.872, -1.756, 1.568], [-3.436, -1.392, -1.114], [-5.172, -2.835, -0.979], [-3.641, -3.386, -0.187], [-3.967, -0.818, -2.408], [-5.001, -0.449, -2.258], [-3.924, -1.604, -3.182], [-3.296, -0.001, -2.736], [-2.019, -1.887, -1.185], [-1.762, -2.293, -0.210], [-1.304, -1.097, -1.423], [-1.945, -2.718, -1.905], [1.299, -0.492, -0.399], [2.320, -2.905, 0.332], [2.691, -2.365, 1.586], [1.532, -1.821, 2.196], [3.673, -2.443, 2.032], [0.416, -1.993, 1.322], [0.902, -2.687, 0.129], [0.276, -3.132, -0.627], [2.969, -3.500, -0.299], [1.486, -1.451, 3.209], [-0.633, -1.805, 1.532], [3.120, -0.859, -1.759], [2.107, -1.755, -2.214], [0.976, -0.998, -2.639], [2.190, -2.832, -2.252], [1.264, 0.402, -2.390], [2.634, 0.479, -1.913], [3.205, 1.392, -1.762], [4.122, -1.137, -1.443], [0.081, -1.391, -3.111], [0.609, 1.239, -2.613], [-2.368, 1.632, -0.538], [-3.716, 1.966, -1.065], [-4.382, 3.052, -0.229], [-4.370, 1.082, -1.026], [-3.614, 2.237, -2.136], [-3.302, 3.496, 0.767], [-5.250, 2.677, 0.323], [-4.701, 3.876, -0.873], [-2.066, 2.624, 0.470], [-3.668, 3.387, 1.798], [-3.066, 4.543, 0.572], [-1.731, 2.160, 1.412], [-1.252, 3.257, 0.076], [5.120, -0.017, 0.802], [3.779, 1.103, 1.530], [3.835, 0.797, 3.373], [4.356, 2.856, 1.225], [1.992, 1.020, 0.852], [6.017, 0.116, 1.429], [5.404, 0.282, -0.215], [4.888, -1.089, 0.795], [4.875, 0.911, 3.709], [3.227, 1.542, 3.899], [3.498, -0.201, 3.668], [4.234, 3.144, 0.173], [3.778, 3.548, 1.851], [5.415, 2.957, 1.494], [1.775, 1.958, 0.279], [1.234, 0.967, 1.665]], "spin_multiplicity": 3, "e_tot_ev": -38301.77155, "e_lumo_ev": [-4.360, -4.268], "homo_energy_ev": [-11.30, -11.34], "de_lowest_kj_mol": 206.3, "total_charge": 1}



(5)
{"formula": "C2H6BNO4", "method": "ωB97M-V with the def2-TZVPD basis set", "species": ["B", "C", "C", "N", "O", "O", "O", "O", "H", "H", "H", "H", "H", "H"], "positions_angstrom": [[0.508, -0.370, -0.987], [0.598, 1.955, -0.039], [-0.247, 0.709, -0.141], [-0.754, 0.253, 1.156], [1.033, 2.251, 1.224], [0.884, 2.629, -0.972], [0.975, -0.083, -2.177], [0.689, -1.552, -0.364], [-1.323, 1.048, -0.718], [0.694, 1.815, 2.020], [-0.056, -0.369, 1.562], [-1.536, -0.404, 0.958], [1.553, -0.599, -2.570], [1.110, -2.315, -0.825]], "spin_multiplicity": 1, "e_tot_ev": -12529.91921, "e_lumo_ev": 0.027, "homo_energy_ev": -9.65, "de_lowest_kj_mol": 52.5, "total_charge": 0}



(6)
{"formula": "CH2BrN2", "method": "ωB97M-V with the def2-TZVPD basis set", "species": ["C", "N", "N", "Br", "H", "H"], "positions_angstrom": [[0.481, -0.577, -0.186], [-0.662, -0.159, 0.240], [0.546, 0.742, -0.197], [-2.427, 0.057, -0.005], [1.031, -1.474, -0.414], [1.031, 1.411, 0.562]], "spin_multiplicity": 1, "e_tot_ev": -74079.03600, "e_lumo_ev": -6.729, "homo_energy_ev": -15.60, "de_lowest_kj_mol": 194.2, "total_charge": 1}



(7)
{"formula": "C7H5N2O2", "method": "ωB97M-V with the def2-TZVPD basis set", "species": ["C", "C", "C", "C", "C", "C", "C", "N", "N", "O", "O", "H", "H", "H", "H", "H"], "positions_angstrom": [[1.519, -0.496, -0.300], [-1.201, -0.659, 1.607], [1.238, -0.484, 0.997], [0.005, 0.272, 1.366], [0.608, 0.448, -0.959], [-1.587, -1.488, 0.697], [-0.364, 1.009, 0.075], [0.456, 1.253, -3.212], [0.550, 0.741, -2.162], [-1.084, 1.941, -0.113], [-1.941, -2.261, -0.041], [2.347, -1.142, -0.673], [-1.885, -0.252, 2.442], [1.710, -0.991, 1.876], [-0.003, 0.908, 2.180], [-0.369, 1.199, -3.779]], "spin_multiplicity": 3, "e_tot_ev": -14401.15412, "e_lumo_ev": [-5.218, -8.322], "homo_energy_ev": [-12.80, -13.24], "total_charge": 1}



(8)
{"formula": "C10H15N5", "method": "ωB97M-V with the def2-TZVPD basis set", "species": ["C", "C", "N", "H", "H", "H", "C", "C", "N", "H", "H", "H", "C", "C", "N", "H", "H", "H", "C", "C", "N", "H", "H", "H", "C", "C", "N", "H", "H", "H"], "positions_angstrom": [[0.173, 0.344, 1.097], [-1.205, 0.082, 0.834], [-2.340, 0.089, 0.566], [0.786, -0.506, 0.725], [0.287, 0.507, 2.172], [0.430, 1.297, 0.664], [-0.084, -3.520, -3.323], [0.276, -2.394, -2.515], [0.603, -1.522, -1.837], [0.502, -4.363, -2.858], [0.127, -3.367, -4.361], [-1.148, -3.718, -3.276], [2.557, 1.747, -2.441], [2.748, 2.074, -1.027], [2.968, 2.333, 0.077], [2.599, 2.663, -3.025], [1.593, 1.258, -2.638], [3.155, 0.860, -2.666], [3.264, 3.303, 3.513], [1.962, 2.643, 3.736], [0.939, 2.181, 3.945], [3.522, 3.195, 2.448], [4.098, 2.774, 4.034], [3.160, 4.348, 3.773], [-4.965, -1.814, 0.026], [-5.524, -2.514, 1.143], [-5.982, -3.091, 2.054], [-5.712, -1.257, -0.520], [-4.528, -2.535, -0.685], [-4.260, -1.096, 0.368]], "spin_multiplicity": 1, "e_tot_ev": -18061.82126, "e_lumo_ev": 0.290, "homo_energy_ev": -10.90, "de_lowest_kj_mol": 126.0, "total_charge": 0}